(1)
DFT (wB97M-V/def2-TZVPD) results for an isolated ion of composition CH5O3Si and charge +1 at a distorted geometry.

HOMO (spin up / spin down) (Eh): -0.611 / -0.611
Charge: +1
Calculated total energy (eV): -15122.6849
F_max (eV Å⁻¹): 2.0

The geometry in XYZ format:
```
10
Properties=species:S:1:pos:R:3:forces:R:3
Si 0.625727 -0.156421 0.677932 0.33 0.43 -1.42
O -2.173246 -1.103478 0.574659 -0.16 -0.17 -0.03
O -3.318205 -0.719544 0.506556 1.70 0.04 0.08
O -1.230975 -0.172996 0.601705 -1.88 0.54 -0.16
C 1.064040 0.609239 -1.008407 -0.48 -0.45 0.84
H 0.968713 -1.552079 0.910086 0.09 -0.09 0.17
H 0.736523 1.648425 -1.068208 0.02 -0.06 0.14
H 0.606808 0.055138 -1.829680 0.09 -0.08 0.05
H 0.573861 0.815395 1.761524 0.19 -0.12 0.31
H 2.146754 0.576321 -1.126166 0.10 -0.03 0.00
```
Forces are in eV/Å.

=====

(2)
DFT (wB97M-V/def2-TZVPD) results for C35H44BBiF2N6O2Sb2 as an isolated structure.

HOMO (Eh): -0.272
Charge: 0
Calculated total energy (eV): -75072.6505
F_max (eV Å⁻¹): 0.8

The geometry in XYZ format:
```
93
Properties=species:S:1:pos:R:3:forces:R:3
Bi -0.617714 -1.005232 0.596933 0.08 0.09 0.14
Sb 1.660492 0.244270 -1.620900 -0.13 0.02 -0.44
Sb -1.751565 1.610313 -2.225516 -0.06 -0.06 0.36
F 0.498996 -4.211178 0.629282 0.07 0.18 -0.10
F 2.181824 -2.777503 0.177306 -0.14 -0.12 0.07
O -5.029365 -0.735822 0.852973 0.70 -0.04 -0.31
O -3.088120 -0.183625 -0.148803 -0.13 -0.07 0.06
N 0.807685 -0.432773 2.313849 0.05 0.10 0.27
N -2.021562 -2.962327 -0.841828 0.07 0.11 0.03
N -0.638676 -2.800220 3.280812 0.05 0.39 -0.18
N -0.679502 2.059923 2.666089 0.24 -0.27 0.12
N -1.478659 -2.193144 2.398128 0.16 -0.31 0.28
N -1.534995 1.127576 2.198077 -0.18 0.27 -0.08
C -2.873764 2.899628 -0.943826 -0.06 0.08 -0.06
C -3.072494 -2.432668 -1.738058 0.18 -0.02 0.01
C 2.795060 -3.619037 4.295273 0.16 -0.02 0.04
C 3.333530 2.178152 1.451073 0.05 0.00 -0.04
C -4.322608 -2.044718 -0.989186 -0.05 -0.11 0.00
C -0.859450 3.183142 -3.429030 0.24 -0.05 -0.05
C 0.797315 -2.642229 3.319065 -0.38 -0.04 0.04
C -0.085204 2.520283 -4.529078 -0.03 -0.08 -0.01
C -2.691643 -3.245111 3.952623 -0.30 0.06 -0.02
C 2.733226 0.953132 1.682909 0.08 0.01 -0.02
C 1.779685 1.258207 -5.405781 0.04 0.06 0.10
C -3.322912 1.267733 -3.639835 0.01 -0.05 0.02
C 1.175711 1.920918 -4.330467 0.12 -0.26 0.12
C -2.661957 2.674007 3.382991 -0.16 -0.06 -0.08
C 0.700592 2.035008 2.295858 -0.28 0.02 -0.03
C -4.136787 -0.883905 -0.008588 -0.64 0.08 0.53
C 1.177235 1.157966 -6.647818 0.03 -0.01 0.01
C 1.915994 1.932809 -3.016105 -0.33 0.16 0.02
C 3.539108 -4.809815 4.852023 -0.03 0.08 -0.03
C 0.750658 -1.185844 -2.946994 0.00 -0.06 -0.02
C 1.426060 -1.397610 3.076491 0.07 0.19 -0.18
C 3.658489 -0.451630 -1.965186 0.05 -0.02 0.05
C 2.700584 -1.272305 3.676476 0.00 -0.05 -0.07
C 1.497602 -3.727307 3.842927 -0.17 -0.16 -0.01
C 1.303536 3.262236 2.039654 -0.02 0.08 -0.08
C -1.334466 3.007278 3.387533 0.18 -0.03 0.00
C 3.251419 4.710337 1.369511 -0.03 -0.08 0.00
C -0.681275 2.399740 -5.790577 0.04 0.10 0.05
C 3.356146 -2.341074 4.255200 0.00 0.03 0.04
C -2.737505 1.494994 2.608729 0.01 -0.08 0.00
C 2.625059 3.361340 1.631380 0.09 0.12 -0.01
C -0.069474 1.733234 -6.839441 -0.06 0.01 0.01
C -2.721459 -2.454983 2.800792 -0.10 0.12 -0.12
C 1.417315 0.835870 2.135630 -0.21 -0.17 0.10
C -1.361797 -3.420275 4.237495 0.19 0.00 -0.07
B 0.887029 -2.932889 0.494959 0.15 -0.10 -0.08
H -3.468399 3.204762 3.863151 0.07 -0.05 -0.04
H 4.365883 0.210138 -1.461271 -0.02 -0.06 -0.04
H -3.320594 -3.141874 -2.530552 0.02 -0.13 -0.02
H -0.807551 3.823373 3.854745 -0.01 -0.06 -0.02
H 2.992633 1.899972 -3.193421 -0.05 0.10 -0.02
H -3.750755 2.229000 -3.929732 -0.04 -0.07 0.01
H -0.238179 3.797852 -2.774839 0.02 -0.02 -0.04
H -1.653309 2.858652 -5.945540 0.05 -0.03 0.01
H -2.217116 3.384407 -0.219132 -0.02 -0.02 -0.03
H 3.778726 -1.466245 -1.585423 0.01 0.05 -0.01
H 2.762686 0.820118 -5.255463 -0.05 0.00 0.00
H -3.535504 -3.609690 4.514873 0.07 0.04 -0.04
H -5.079076 -1.750933 -1.720990 -0.07 0.03 0.06
H 3.184160 -0.306678 3.662636 0.01 -0.05 0.03
H 3.842966 -0.428833 -3.040105 0.06 -0.06 0.04
H 1.152718 -1.075719 -3.954006 0.00 -0.01 -0.01
H -4.085544 0.648699 -3.169193 -0.05 0.01 -0.02
H 0.982427 -2.189268 -2.575921 -0.01 0.06 -0.05
H 2.696370 5.267983 0.610778 0.01 -0.05 0.04
H -3.580531 -2.042462 2.274743 0.20 -0.05 0.00
H -2.936129 0.757211 -4.522689 -0.02 0.03 0.04
H 1.678198 0.641146 -7.457676 -0.02 0.02 0.04
H 0.707918 4.165650 2.131351 0.02 -0.08 0.00
H 3.287410 0.039808 1.499968 -0.02 0.05 -0.04
H 3.180407 -5.083464 5.848225 0.00 0.04 -0.04
H -4.746950 -2.885923 -0.431134 0.03 -0.01 -0.09
H 4.360108 2.214541 1.098029 -0.06 -0.01 0.04
H -0.562547 1.668454 -7.801926 0.01 0.01 0.03
H 0.987091 -4.684176 3.902607 0.01 0.06 0.00
H 3.264958 5.318901 2.276271 0.00 -0.02 -0.02
H -2.374863 -3.695508 -0.232778 -0.10 0.04 -0.06
H 3.423445 -5.685308 4.210587 -0.01 0.04 0.00
H -0.873464 -3.906991 5.065796 -0.02 0.05 -0.08
H 4.605605 -4.598297 4.933874 -0.03 0.01 0.00
H 4.280357 4.605856 1.022539 -0.06 -0.02 0.02
H -1.288347 -3.392153 -1.396458 0.01 -0.03 0.03
H 4.344560 -2.181792 4.677320 -0.07 0.00 -0.05
H -3.377925 3.654734 -1.549557 0.02 0.03 0.06
H -0.332435 -1.039330 -2.984263 0.17 -0.05 0.04
H -3.602819 0.910386 2.309478 0.14 0.08 0.03
H -1.668869 3.799397 -3.821850 0.07 0.03 -0.04
H -2.661605 -1.539162 -2.209072 0.02 0.04 -0.07
H -3.605341 2.294372 -0.409895 0.07 -0.01 -0.01
H 1.691867 2.823477 -2.429122 0.04 0.03 -0.04
```
Forces are in eV/Å.

=====

(3)
DFT (wB97M-V/def2-TZVPD) results for one molecule with the formula C7H7NS at a distorted geometry.

HOMO (Eh): -0.299
SMILES: N#C\C=C/C=C\C=C\S
Charge: 0
Calculated total energy (eV): -19695.6288
F_max (eV Å⁻¹): 1.1

The geometry in XYZ format:
```
16
Properties=species:S:1:pos:R:3:forces:R:3
S 1.286700 -0.621701 2.953869 0.02 0.25 0.25
N 2.417215 0.596011 -0.810225 0.23 -0.13 0.07
C -1.301108 -0.132595 -1.138859 -0.05 -0.64 -0.10
C -0.790083 -1.219078 -0.531540 -0.38 0.33 -0.44
C 0.075251 -1.335385 0.610660 0.27 0.19 0.56
C 0.241210 -0.429352 1.580654 0.02 -0.40 -0.12
C 1.410103 1.147543 -0.830244 0.60 -0.37 -0.19
C 0.200639 1.855700 -0.893370 -1.04 0.40 0.15
C -1.008409 1.273849 -0.986397 0.42 0.47 0.00
H 0.296861 2.931272 -0.853848 -0.10 0.07 -0.02
H -1.868947 1.926510 -1.088789 0.07 0.13 0.04
H -2.054773 -0.314441 -1.898015 -0.02 -0.09 -0.02
H -0.284157 0.514795 1.595144 -0.10 0.04 -0.09
H -1.092884 -2.176714 -0.936719 -0.16 -0.03 -0.06
H 1.888604 -1.729232 2.523773 0.11 -0.19 -0.03
H 0.583777 -2.287181 0.703906 0.12 -0.02 0.01
```
Forces are in eV/Å.

=====

(4)
DFT (wB97M-V/def2-TZVPD) results for one molecule with the formula C5H8.

HOMO (Eh): -0.340
SMILES: C=C1CCC1
Charge: 0
Calculated total energy (eV): -5313.2549
F_max (eV Å⁻¹): 0.3

The geometry in XYZ format:
```
13
Properties=species:S:1:pos:R:3:forces:R:3
C 0.051805 0.520172 -0.443600 0.03 0.16 -0.17
C 1.061387 -0.258435 0.388220 0.15 0.01 0.02
C -0.108498 -1.116034 0.947195 -0.02 -0.15 0.08
C -1.119642 -0.255548 0.139496 -0.16 0.02 -0.01
C 0.154359 1.479525 -1.353440 -0.07 -0.10 0.19
H 1.119438 1.897647 -1.628562 -0.11 -0.08 0.02
H 1.580966 0.340400 1.144745 -0.09 -0.06 -0.14
H -1.793055 0.345697 0.760890 0.11 -0.06 -0.12
H -0.727416 1.895034 -1.838946 0.16 -0.10 0.08
H -0.074197 -2.163140 0.632948 -0.01 0.17 0.08
H 1.814478 -0.807294 -0.189407 -0.14 0.11 0.10
H -1.725028 -0.799648 -0.594607 0.11 0.09 0.13
H -0.234600 -1.078382 2.035070 0.04 -0.02 -0.26
```
Forces are in eV/Å.

=====

(5)
DFT (wB97M-V/def2-TZVPD) results for C21H25CdF3N6O8PS4 as an isolated structure at a distorted geometry.

HOMO (spin up / spin down) (Eh): -0.035 / -0.069
Spin multiplicity: 2
Charge: -2
Calculated total energy (eV): -112855.6301
F_max (eV Å⁻¹): 1.6

The geometry in XYZ format:
```
69
Properties=species:S:1:pos:R:3:forces:R:3
Cd -1.376623 -0.467496 -0.345844 -0.15 -0.29 0.00
S -3.368069 -1.449913 0.658906 -0.29 -0.32 0.19
S -1.737586 -1.869545 -2.609540 0.12 0.20 -0.06
S -1.699030 2.846070 2.217267 -0.11 -0.16 -0.06
S 1.653059 0.346030 -1.787078 1.19 -0.28 -1.01
P -2.571076 -3.065452 -1.202110 -0.10 -0.51 0.12
F 1.336950 2.471572 -3.340754 0.00 -0.10 -0.11
F 2.774565 1.021399 -4.079223 -0.18 0.02 -0.01
F 0.652464 0.634214 -4.266296 -0.04 0.01 0.09
O -1.305790 2.058227 3.367319 0.12 -0.06 -0.06
O 2.852776 0.918104 -1.225419 -0.08 0.16 0.25
O 1.754488 -1.055549 -2.129497 -0.18 0.01 0.37
O 4.833299 -2.654444 2.435429 -0.07 0.16 -0.30
O 0.417410 0.788848 -1.173654 -0.37 -0.06 0.40
O -2.905911 3.626324 2.375825 0.16 0.09 -0.18
O -2.834872 -4.524316 -2.006600 -0.26 -0.01 0.11
O -1.195790 -3.519858 -0.370666 0.31 -0.12 0.14
N 4.158703 -2.745464 0.277189 -0.25 0.02 -0.56
N -2.034660 3.693975 -0.499319 -0.02 -0.10 0.30
N -2.325521 1.454464 -1.236636 0.34 0.62 0.45
N 2.823004 6.675823 1.423232 -0.05 0.02 0.12
N -1.745888 1.843775 0.953239 0.18 0.52 0.15
N 0.417859 -1.199673 1.522495 0.27 0.09 -0.37
C 1.581029 1.153234 -3.460550 0.18 0.10 0.32
C -2.693498 3.252251 -2.745377 -0.04 0.00 0.07
C 2.781655 -0.660238 2.877436 -0.02 -0.03 0.10
C -1.887675 -6.593778 -2.736661 -0.03 0.16 0.01
C -0.349504 4.000764 1.973793 -0.29 -0.11 -0.05
C 2.003879 4.433157 1.853235 0.05 0.02 0.02
C -2.351677 4.106245 -1.709584 0.01 -0.03 0.00
C 1.753746 5.773122 1.570060 -0.10 -0.03 0.06
C 0.465077 -0.260712 2.465832 -0.13 -0.13 0.04
C -1.789368 -5.479005 0.971954 0.10 0.17 -0.07
C 1.618296 0.017645 3.186689 0.15 -0.06 0.13
C -2.041526 2.360126 -0.255818 -0.33 0.51 -0.46
C 0.433332 6.217606 1.492548 0.09 -0.01 0.03
C -0.609891 5.331564 1.694710 -0.09 -0.07 -0.01
C 2.755094 -1.624685 1.879564 -0.18 -0.08 -0.11
C 1.537368 -1.872118 1.245811 0.10 0.01 0.25
C 0.955462 3.550352 2.052204 0.01 0.00 -0.04
C -2.633052 1.901832 -2.435740 -0.10 -0.22 -0.15
C 4.013197 -2.380393 1.564060 -0.16 0.01 0.56
C -1.906939 -5.083976 -2.916930 0.14 -0.01 -0.02
C -1.262560 -4.049686 0.952639 -0.23 -0.16 -0.21
H -0.241233 -4.009427 1.337722 -0.04 -0.02 0.03
H 5.023280 -3.177460 0.004318 -0.02 -0.04 0.01
H 3.030053 4.085939 1.909307 -0.02 -0.05 -0.02
H 0.230028 7.259087 1.265240 0.00 0.01 0.02
H 1.142183 2.505983 2.258376 0.07 -0.02 -0.03
H 1.434491 -2.688834 0.543018 0.00 0.10 -0.31
H -2.904129 -6.983407 -2.818788 0.02 -0.07 0.00
H -0.912663 -4.659230 -2.755897 -0.01 -0.01 -0.02
H -2.838775 1.133992 -3.176619 0.04 -0.02 0.01
H 2.604263 7.461658 0.832251 0.05 -0.01 -0.08
H 3.681994 6.227095 1.148400 0.03 0.03 -0.10
H -1.153149 -6.131237 0.368781 -0.04 -0.03 0.04
H -2.974973 3.608103 -3.725181 0.06 -0.02 -0.02
H -1.644240 5.637918 1.626322 0.01 0.07 -0.04
H -1.261093 -7.067853 -3.496641 0.00 0.00 -0.01
H -2.212703 -4.828213 -3.937773 0.04 0.03 0.01
H -1.814417 -5.851870 1.998914 0.01 -0.03 0.01
H -2.799056 -5.501517 0.560265 0.01 -0.07 0.02
H -2.313338 5.185089 -1.856729 -0.05 -0.03 -0.05
H -1.496792 -6.848107 -1.750918 -0.04 -0.04 -0.02
H 3.526579 -2.407213 -0.441961 0.20 0.04 0.15
H 1.586605 0.740168 3.991898 -0.02 0.09 -0.10
H 3.710296 -0.478922 3.403994 -0.01 0.01 0.01
H -1.898317 -3.411324 1.567613 0.03 0.13 0.01
H -0.451134 0.279169 2.665980 -0.01 -0.01 -0.02
```
Forces are in eV/Å.

=====

(6)
DFT (wB97M-V/def2-TZVPD) results for a 11-piece molecular cluster, C17H10Cl41N3 overall at a distorted geometry.

HOMO (Eh): -0.393
SMILES: C[C@H](Cl)C[C@H](C#N)[C@@H](N)C#N.ClC(Cl)(Cl)Cl.ClC(Cl)(Cl)Cl.ClC(Cl)(Cl)Cl.ClC(Cl)(Cl)Cl.ClC(Cl)(Cl)Cl.ClC(Cl)(Cl)Cl.ClC(Cl)(Cl)Cl.ClC(Cl)(Cl)Cl.ClC(Cl)(Cl)Cl.ClC(Cl)(Cl)Cl
Charge: 0
Calculated total energy (eV): -535676.5294
F_max (eV Å⁻¹): 1.7

The geometry in XYZ format:
```
71
Properties=species:S:1:pos:R:3:forces:R:3
Cl 5.157057 -7.503124 1.110210 0.00 0.05 -0.02
Cl 6.222011 -4.833044 0.859997 -0.03 0.00 -0.05
Cl 3.545455 -5.415576 -0.052054 0.19 -0.15 -0.15
Cl 2.400180 1.900761 2.907282 -0.07 -0.53 0.34
Cl -7.365765 1.861796 -2.042849 0.13 0.10 0.01
Cl -1.839677 -2.238815 -2.495714 -0.44 0.11 -0.04
Cl -6.974959 4.373595 -3.421830 -0.02 -0.04 -0.01
Cl 1.854433 -3.787730 2.108256 -0.16 0.28 0.16
Cl -4.648064 -2.725504 -3.089999 0.37 -0.05 -0.03
Cl 3.776363 3.130241 5.115414 0.00 0.01 -0.01
Cl 4.614142 -1.032769 -4.500547 -0.19 -0.08 0.22
Cl -5.130534 3.571047 -1.360365 -0.71 -0.15 -0.80
Cl 0.852732 3.996077 -0.129492 -0.04 0.04 -0.05
Cl -7.137845 -1.596752 -1.513279 -0.36 0.10 0.08
Cl -9.390882 2.708623 2.266595 0.03 0.01 0.02
Cl -4.150032 4.558474 1.318095 0.67 0.03 0.32
Cl -1.000064 -3.994427 1.633679 0.14 0.02 0.02
Cl 3.093784 4.545900 1.570388 -0.25 0.61 -0.34
Cl -1.975104 3.022058 2.443852 0.00 0.02 -0.07
Cl -6.691701 3.699889 2.586679 -0.43 -0.10 0.32
Cl -9.775771 -0.463621 -1.123093 0.02 -0.05 -0.03
Cl 0.945611 2.583081 5.302770 0.01 0.00 0.02
Cl 6.120193 4.177455 1.828537 0.43 -0.07 0.12
Cl 6.541096 5.417466 4.404160 0.01 0.01 -0.03
Cl -3.673827 -2.817943 -0.366250 -0.11 -0.01 0.02
Cl -8.757020 4.496177 4.443233 0.01 -0.03 -0.02
Cl 6.056937 7.049308 2.073075 0.00 -0.03 0.01
Cl 0.022000 -4.086675 4.326429 0.08 0.00 -0.04
Cl 0.509844 -6.286902 2.516661 -0.02 -0.01 0.02
Cl 5.825637 -6.465484 -1.495871 -0.02 0.08 0.04
Cl 8.557683 5.633735 2.350895 -0.04 0.00 0.01
Cl -9.478792 -3.258231 -1.766898 0.01 0.02 -0.03
Cl -7.761777 1.785232 4.462245 0.00 0.03 -0.03
Cl -2.400453 3.023763 -0.412310 0.21 -0.04 0.21
Cl -2.949397 -4.890729 -2.248102 0.01 0.03 0.07
Cl -7.828851 4.344217 -0.670231 -0.01 0.06 0.00
Cl 2.843363 0.404763 5.336745 -0.01 0.05 0.01
Cl -4.251038 1.649038 1.332712 0.11 0.04 -0.02
Cl 1.049022 6.551124 1.200944 0.01 -0.05 -0.04
Cl 2.854806 5.913009 -0.961215 -0.04 -0.03 0.02
Cl -8.911846 -1.252140 -3.765211 0.02 0.02 0.05
N 3.099796 0.423901 0.167245 -0.81 -0.32 -0.38
N 0.776361 -0.548915 -2.229184 0.46 -0.04 -0.52
N 0.435138 -3.846620 -1.474337 0.86 0.63 -0.21
C 2.217473 -0.808284 -1.976300 -1.25 0.66 0.98
C 1.289335 -3.085113 -1.636923 0.00 -0.92 0.69
C -8.824699 -1.639296 -2.042203 -0.02 -0.05 0.12
C 5.187531 -6.052558 0.105062 -0.04 -0.07 -0.01
C 2.559086 -0.105378 -0.705730 1.46 0.34 -0.36
C -6.822452 3.533166 -1.870578 -0.01 0.06 -0.13
C 2.543101 -2.311029 -1.767873 -0.40 -0.05 -0.54
C 0.344245 -4.529322 2.644243 -0.20 -0.09 -0.01
C 1.965015 5.255492 0.420046 0.07 -0.01 0.10
C -3.201059 3.059336 1.174266 0.03 0.01 0.16
C 6.818891 5.568141 2.663954 0.00 -0.01 -0.03
C 3.375917 -2.942424 -2.890473 -0.12 0.13 -0.22
C 2.490908 2.002515 4.664125 -0.06 -0.03 -0.11
C 4.720990 -2.267641 -3.170115 0.35 -0.35 0.18
C -8.149981 3.173594 3.438225 0.03 0.01 -0.01
C 5.461523 -1.703243 -1.958147 0.23 0.35 -0.17
C -3.275420 -3.165991 -2.056506 0.13 -0.02 -0.22
H 0.708265 -0.296608 -3.208124 -0.32 -0.13 -0.12
H 3.566400 -3.983863 -2.624998 0.06 0.03 0.15
H 4.827999 -1.273434 -1.186196 -0.05 -0.03 -0.02
H 6.137233 -0.909285 -2.271717 -0.01 0.01 -0.09
H 0.500909 0.289259 -1.735781 -0.16 0.00 0.18
H 3.116838 -2.388989 -0.847598 -0.20 -0.30 0.20
H 6.102430 -2.463135 -1.515695 -0.20 -0.23 0.15
H 2.770987 -0.378061 -2.807456 0.57 -0.05 0.32
H 2.778648 -2.992813 -3.801683 0.07 0.11 -0.09
H 5.362115 -3.039046 -3.585813 0.01 0.07 -0.29
```
Forces are in eV/Å.

=====

Number 3 is which compound?
C7H7NS